DFT (ωB97M-V/def2-TZVPD) results for a cluster of 20 separate species, C23H85N4O28P2 in total in a non-equilibrium geometry.

HOMO energy, eV: -11.72
Charge: +1
Kohn-Sham gap, eV: 9.379
Energy, Ha: -3935.3740
E_LUMO, Ha: -0.0861

Geometry (Å):
H (-4.1805, -1.3421, 1.8408)
H (1.7806, 0.0046, -4.7035)
H (-1.8598, 2.7708, -2.3439)
H (-2.9460, -1.2261, 4.4031)
H (0.5033, 5.1396, -3.1214)
H (1.8360, 3.7099, -1.2577)
H (-1.7342, -1.9965, 2.6456)
H (-0.3051, 0.2524, -2.0987)
H (-0.9897, 6.0732, -0.1221)
O (5.3106, -6.5598, 1.5684)
H (-2.7712, -0.9324, -1.9781)
P (-2.2074, 2.6120, -0.9672)
H (2.6667, -1.6980, 1.3446)
H (1.3747, 4.8304, 2.9258)
O (8.1688, -4.6906, 2.1384)
C (2.1356, -1.3510, 2.3153)
H (-1.7177, 2.4343, -7.7761)
N (0.8297, 2.7736, 2.9907)
C (0.4465, 4.4777, 4.9147)
H (8.1553, -6.1519, 0.1430)
O (-0.2810, -4.0416, 3.1737)
O (-1.3348, 1.9083, -8.4943)
H (7.8425, -3.7924, 2.2722)
H (-7.4683, 3.9050, 1.9352)
O (1.6799, -7.9008, 0.4048)
H (-2.1059, 1.5393, 3.5732)
H (4.2528, -3.5117, 2.4852)
O (4.5258, -0.3893, -4.8767)
H (5.4708, -0.5139, -4.7247)
O (-2.7488, 3.6514, -6.6432)
H (-0.5125, -2.5149, -0.5814)
C (-0.0072, 0.3721, 2.4162)
C (0.9670, 0.3301, 4.9398)
O (-3.9759, 4.5879, 0.9101)
H (4.2814, -9.9287, 0.8662)
C (-0.3356, 1.9598, 2.4908)
H (1.8827, 0.9597, 4.6933)
C (0.7596, 3.3276, -1.4380)
H (-0.0028, -2.2773, -2.3214)
H (-4.9034, -2.7171, -1.9129)
C (-2.1801, -1.9065, -2.0710)
H (-3.8325, 0.4566, 4.2406)
H (-5.0361, 0.6364, -5.8345)
O (3.3606, -2.2007, 4.3419)
H (-2.0282, 1.8870, -9.1642)
C (0.6133, 4.2813, -3.8878)
C (-3.3828, -0.5932, 2.2294)
H (-3.5239, 3.1629, -6.9566)
H (-0.0301, -1.4024, 3.9167)
H (1.8179, 2.5108, -3.2893)
O (-5.0351, 1.5250, -6.2080)
H (-1.8597, -0.7320, -5.4358)
H (-0.1699, -1.1495, 1.0723)
H (1.3204, 5.1294, 5.2529)
H (-5.3391, -2.5078, -4.6790)
H (-5.5562, 2.2803, -3.7247)
O (-2.7381, 1.1414, 6.6714)
N (-0.8161, -0.3839, 1.3943)
O (-3.1408, 5.5256, -1.4443)
H (-3.0762, 4.5499, -6.5137)
H (-2.1843, -1.8762, 0.9217)
H (0.0980, 4.2213, -1.2113)
C (3.3357, -1.3678, 3.3975)
C (-0.6883, -1.8449, -1.4993)
O (-4.4094, -3.0453, -1.1245)
H (9.9825, -7.3042, 0.8214)
H (2.5156, -8.3847, 0.4336)
H (-2.0913, 0.0993, -0.2587)
C (0.7800, 2.9259, -3.0202)
H (7.3977, -5.1738, 1.8147)
C (1.5549, 0.1122, 2.0132)
H (-2.1559, -2.1679, -3.1895)
H (1.3598, -2.1634, 2.5128)
H (2.2763, 0.8023, 2.5931)
O (0.7433, 0.1109, 6.1662)
H (4.3666, -0.8219, -5.7247)
H (-0.1495, -4.8906, 2.7308)
H (5.7288, -9.4863, 0.7069)
H (-1.4635, 3.4954, -4.4767)
O (-2.4520, -4.1971, -1.0447)
H (-3.1326, 1.6541, 1.6302)
H (-5.4183, -3.7716, -3.8342)
C (-3.8833, 0.8036, 1.6553)
N (-1.4117, 2.2913, 3.5014)
H (-5.6672, 2.0113, -5.6592)
H (-4.2949, 0.6435, 0.5968)
H (1.5392, 4.5270, -4.5050)
H (-0.3216, 4.0446, -5.9118)
H (-1.8290, 0.8139, 6.7101)
H (5.3594, -4.3593, 1.8725)
H (-1.1674, 5.2721, -4.8276)
H (1.5179, 6.6940, -1.2935)
H (-3.6098, 5.0278, 1.7226)
H (-6.6640, 3.1346, -3.1220)
O (4.8223, -9.1558, 0.6601)
H (-4.7547, 1.1648, 2.3224)
N (0.6094, 2.1276, -0.5818)
H (-5.9514, 3.7900, 1.9430)
O (-0.7670, 2.6101, 1.2825)
H (0.9571, -0.4096, -0.9488)
H (-1.1239, -0.0682, 4.4148)
H (0.5728, 3.4546, 5.4163)
C (0.5021, 4.1752, 3.3093)
H (-4.7339, -1.1361, 4.0403)
C (-3.7344, -0.6017, 3.8322)
C (-1.9906, -1.1969, 1.8475)
C (-0.6768, 4.2325, -4.8467)
P (-2.7039, 4.6289, -0.2568)
C (-3.0103, -3.1176, -1.3866)
H (2.8879, 0.3116, -3.7049)
O (-5.4972, -2.8098, -3.7764)
H (-0.4415, 4.6159, 2.8576)
H (1.2601, 2.2936, 0.2131)
H (-0.5742, 4.8788, 5.2299)
C (-0.1078, -0.2488, 3.9158)
O (-1.6982, -0.3014, -4.5864)
H (-1.9704, 3.0778, 3.1088)
O (10.6715, -7.2907, 1.4996)
H (5.1670, -7.1413, 0.8090)
O (4.6422, -3.7579, 1.6355)
H (1.5939, 2.7931, 2.3051)
H (7.3562, -7.1192, -0.7178)
O (-6.7391, 3.4944, 2.4155)
H (0.5751, -3.8578, 3.5829)
H (1.7624, 0.3399, 0.9124)
H (1.7260, -7.4045, -0.4214)
C (-0.7108, 1.9043, 0.0476)
H (5.2597, -0.8465, 3.3013)
C (-0.1608, -0.3762, -1.1399)
O (1.9398, 0.4372, -3.8559)
O (8.2476, -6.7730, -0.5912)
H (1.4479, 6.2968, 0.1753)
O (1.5472, 5.9232, -0.7107)
H (10.2838, -6.7735, 2.2165)
O (-6.2774, 2.8753, -3.9673)
H (-3.2745, 0.3696, 6.8913)
O (4.3791, -0.4126, 3.3511)
H (-0.0249, 2.1481, -3.2712)
H (-0.7530, -0.4316, -4.4352)
O (-1.4237, 5.4413, 0.5052)
H (4.4828, -6.6121, 2.0613)
C (-1.0051, 0.3338, 0.0583)

Cartesian forces, eV/Å:
1.73 1.03 0.30
0.23 0.12 0.05
0.39 0.57 0.73
-1.21 1.17 -0.70
0.10 -1.18 -1.27
-1.88 -0.54 -0.16
0.24 1.67 -1.21
0.31 -0.69 1.76
-0.77 -0.79 0.36
0.20 0.26 -0.09
0.87 -1.29 -0.09
-0.86 -0.85 0.43
-0.73 0.50 1.51
-1.41 -1.15 0.33
-0.29 -0.02 -0.17
1.33 0.00 -1.10
0.19 0.15 -0.10
-0.45 -1.06 -0.85
0.05 -1.32 -0.35
0.15 0.09 -0.18
0.35 0.22 -0.14
-0.21 -0.15 0.04
0.20 -0.06 -0.05
0.05 -0.07 0.13
0.26 0.07 -0.06
0.46 0.19 0.07
0.07 -0.16 -0.02
0.20 -0.18 -0.10
-0.12 0.07 0.04
-0.60 -0.06 -0.30
-0.62 0.60 -1.39
2.63 0.55 1.95
-1.21 -0.65 3.97
3.37 -0.04 -0.52
0.09 0.06 -0.04
-0.35 1.82 1.88
-1.12 -0.86 -0.27
1.85 0.08 -1.88
-0.90 0.76 1.46
0.51 0.20 0.38
-1.01 -0.98 0.32
0.38 -1.46 -0.31
0.05 0.11 -0.18
-0.38 2.44 -3.82
0.17 0.01 0.04
-0.76 -0.01 0.59
-2.30 0.23 1.23
-0.05 -0.07 0.28
0.18 1.88 -0.15
-1.98 0.36 0.75
-0.04 -0.08 0.20
0.02 0.24 -0.01
-0.52 0.66 0.70
-1.42 -0.70 -0.49
-0.06 0.06 0.15
0.00 0.21 0.13
0.11 -0.31 -0.19
1.18 -0.88 -0.23
0.99 -3.13 2.87
0.19 -0.06 -0.03
0.36 1.23 1.41
0.53 -1.45 -0.21
0.20 -2.11 3.32
0.65 -0.08 0.01
2.15 0.47 -1.11
0.15 -0.07 -0.03
-0.12 0.11 -0.03
1.60 0.77 0.95
0.66 1.29 0.22
-0.05 -0.12 0.25
1.03 0.61 -0.05
-0.06 0.51 1.77
1.20 1.18 0.18
-1.59 -0.80 -0.93
0.69 0.74 -4.52
-0.01 0.10 0.09
-0.15 0.06 0.02
-0.08 0.06 0.04
1.21 0.85 -0.76
-1.64 4.47 -1.15
-0.76 -1.21 0.01
-0.12 0.07 0.02
-0.68 -0.05 -0.40
-0.09 -0.74 -1.26
-0.09 0.08 -0.25
0.63 0.48 1.45
-1.17 -0.51 0.86
-0.84 -0.10 1.45
-0.02 0.13 0.10
-0.25 -0.22 -0.21
0.62 -1.52 -0.17
0.15 -0.09 0.00
-0.55 -0.39 -0.83
-0.06 0.06 -0.20
-0.04 -0.36 -0.10
1.30 -0.62 -1.19
-0.06 0.90 1.18
-0.05 -0.01 -0.03
-0.76 -1.82 -0.80
-1.43 0.17 -0.15
1.51 -0.02 -0.81
-0.23 1.53 -0.54
0.56 2.42 1.47
1.49 0.92 -0.58
0.48 -0.67 -0.02
-2.16 -2.81 -0.68
0.65 1.13 0.46
-0.85 5.25 -2.04
0.69 -3.27 0.94
-0.05 -0.11 -0.26
0.19 -0.22 -0.10
1.19 -0.90 0.15
-0.68 -0.34 -0.76
1.56 -0.34 -0.40
-0.60 -0.10 -0.04
0.18 -0.20 -0.09
0.82 -0.65 0.40
-0.30 0.08 0.05
-0.09 -0.03 0.32
-0.05 0.46 0.35
-0.60 -0.23 0.24
0.17 -0.01 -0.08
0.08 0.06 -0.18
-0.12 -0.20 0.16
-0.59 -0.23 1.46
-0.07 -0.09 0.09
0.73 0.38 -1.10
-0.85 0.09 0.42
-0.69 -0.15 -0.70
-0.12 -0.61 -0.05
-0.21 0.01 0.26
0.17 -0.04 -0.06
-0.21 0.79 0.26
0.11 -0.03 -0.08
0.18 -0.26 0.23
0.03 0.15 0.07
-1.67 -1.06 -1.38
1.21 1.12 0.23
-0.06 0.16 -0.04
-1.42 -1.14 -0.51
0.12 -0.05 -0.08
-0.86 -0.43 -2.15

Löwdin population analysis, charges in e, atoms 1 to 4: atom 1 (H): 0.1490, atom 2 (H): 0.0441, atom 3 (H): -0.0554, atom 4 (H): 0.0807